[1]
Entry from the OMol25 dataset: C23H36N3O4SeSiV as an isolated structure at a distorted geometry (the ωB97M-V functional and the def2-TZVPD basis).

Output
M, g/mol: 576.5
Highest occupied orbital energy (spin up / spin down), Eh: -0.2765 / -0.2948
E_tot, Eh: -4998.117357
Relative energy (zero: lowest compared OMol25 entry of this formula, charge and spin), kcal per mole: 0.0

Geometry as XYZ:
```
69
Properties=species:S:1:pos:R:3:forces:R:3
V -0.1223 -0.3744 -0.0240 0.5 0.3 0.8
C -4.2864 2.3591 2.4058 0.0 0.0 0.0
C -3.5241 3.2949 1.7137 0.0 0.0 0.0
C -2.5455 2.8822 0.8265 -0.1 0.2 0.1
C -2.3254 1.5245 0.6424 0.5 -0.3 -0.3
C -3.0896 0.5824 1.3051 -0.2 -0.1 0.2
C -4.0711 1.0070 2.1932 0.0 0.0 0.0
N -1.2846 1.0994 -0.2716 -0.6 0.9 -0.2
N -1.3151 1.8364 -1.3921 0.0 -0.3 0.4
C -0.3769 1.4099 -2.2353 0.1 0.0 -0.4
C -0.2695 1.9683 -3.5419 -0.1 0.1 0.4
C 0.6811 1.4964 -4.3794 0.3 -0.2 -0.1
C 1.5300 0.4350 -3.9573 0.0 0.2 -0.2
C 1.3661 -0.0844 -2.7187 -0.3 0.1 0.4
N 0.4374 0.4020 -1.8338 0.1 0.0 -0.3
H -5.0494 2.6848 3.0999 0.0 0.0 0.0
H -3.6928 4.3527 1.8674 0.0 0.0 0.0
H -1.9474 3.5967 0.2771 0.0 0.0 0.0
H -2.9378 -0.4750 1.1298 0.0 0.1 0.0
H -4.6689 0.2689 2.7112 0.0 0.0 0.0
H -0.9622 2.7496 -3.8184 0.0 0.0 0.0
H 0.7817 1.9063 -5.3758 0.0 0.0 0.0
H 2.2801 0.0218 -4.6154 0.0 0.0 0.0
H 1.9518 -0.9205 -2.3647 0.0 0.0 0.0
O 0.4958 -1.9308 -0.7927 -0.2 -0.6 0.3
Se -0.3163 -2.9425 0.4368 -0.5 -0.2 -0.5
O -1.7210 -3.3699 -0.2147 0.5 0.0 0.3
O -0.7140 -1.3916 1.3359 -0.1 -0.2 -0.5
O 2.4684 -3.3876 2.9966 0.0 0.0 0.0
C 2.0005 2.8728 0.0377 0.0 0.0 0.0
C 2.8454 1.8107 0.7644 0.1 0.2 -0.1
C 3.7646 2.5822 1.7322 0.0 0.0 0.0
C 3.7526 1.1760 -0.3004 0.0 0.0 -0.1
Si 1.7618 0.4481 1.6151 -0.1 0.3 -0.2
C 0.9247 1.1734 3.2136 -0.1 0.0 0.1
C 1.9308 1.3016 4.3725 0.0 0.0 0.1
C 0.3907 2.5853 2.9322 0.0 0.1 0.0
C -0.2656 0.3747 3.7747 0.1 0.0 0.0
C 2.8485 -1.1024 2.0365 0.2 -0.1 0.0
C 4.1452 -0.7065 2.7781 0.0 -0.2 0.1
C 2.0430 -2.0290 2.9804 0.0 0.0 0.1
C 3.3099 -1.8852 0.7907 0.0 0.0 -0.1
H 2.6820 3.5863 -0.4401 0.0 0.0 0.0
H 1.3567 3.4404 0.7025 0.0 0.0 0.1
H 1.3771 2.4509 -0.7440 0.0 -0.1 -0.1
H 4.4254 3.2238 1.1390 0.0 0.0 0.0
H 4.4015 1.9439 2.3432 0.0 0.0 0.0
H 3.2087 3.2373 2.4008 0.0 0.0 0.0
H 4.1910 1.9729 -0.9107 0.0 0.0 0.0
H 3.2208 0.5077 -0.9777 -0.1 0.0 0.0
H 4.5782 0.6156 0.1350 0.0 0.0 0.0
H 2.8438 1.8378 4.1145 0.0 0.0 -0.1
H 2.2080 0.3330 4.7858 0.0 0.0 0.0
H 1.4441 1.8596 5.1805 0.0 0.0 0.0
H 1.1893 3.3121 2.8007 0.0 0.0 0.0
H -0.2042 2.9125 3.7916 0.0 0.0 0.0
H -0.2559 2.6334 2.0582 0.0 -0.1 0.0
H 0.0198 -0.6061 4.1494 0.0 -0.1 0.0
H -1.0763 0.2398 3.0664 0.0 0.0 -0.1
H -0.6719 0.9359 4.6238 0.0 0.0 0.0
H 3.9727 -0.1607 3.7034 0.0 0.0 0.0
H 4.8155 -0.1170 2.1565 0.0 0.0 -0.1
H 4.6989 -1.6186 3.0361 0.0 0.0 0.0
H 2.1000 -1.6252 3.9955 -0.1 0.0 0.0
H 3.3544 -3.4300 3.3704 0.0 0.0 0.0
H 0.9878 -2.0700 2.7213 0.0 0.0 0.0
H 4.1438 -1.3760 0.3120 0.0 0.0 0.0
H 2.5441 -2.0262 0.0320 0.0 0.0 0.1
H 3.6605 -2.8764 1.0806 0.0 0.0 0.0
```
Forces are in eV/Å.

---

[2]
Entry from the OMol25 dataset: an isolated molecule of C10H18N2OS at a distorted geometry (the ωB97M-V functional and the def2-TZVPD basis).

Output
Structure (SMILES): CCC1=CC[C@@H]([S@](=N)(=O)N(C)C)C=C1
M, g/mol: 214.3
Highest occupied orbital energy, Eh: -0.3029
E_tot, Eh: -974.559209
Relative energy (zero: lowest compared OMol25 entry of this formula, charge and spin), kcal per mole: 170.4

Geometry as XYZ:
```
32
Properties=species:S:1:pos:R:3:forces:R:3
C 1.4835 1.1026 -3.2371 0.0 0.9 0.3
C 0.6865 2.2079 -2.4027 -0.2 -3.8 -0.7
C 0.5449 1.7757 -1.0102 0.4 -0.1 1.1
C -0.6378 1.7685 -0.3895 3.7 -0.3 2.5
C -0.7353 1.4318 1.0838 0.9 1.3 0.1
C 0.4376 0.6004 1.5457 -0.2 -1.1 -5.4
S 0.3703 -1.2600 0.9143 -3.3 2.7 -1.3
N 1.2534 -1.9903 1.8694 1.0 -1.3 0.2
O 0.5083 -1.1989 -0.5511 0.3 -0.9 1.3
N -1.5726 -1.6099 1.2102 3.5 -0.3 -0.2
C -2.1049 -1.8574 -0.1224 0.1 -1.1 2.5
C -1.6119 -2.6182 2.2817 -0.3 -0.5 -3.8
C 1.7696 1.0592 0.9936 -4.3 0.2 -2.1
C 1.7777 1.4859 -0.2805 2.1 0.6 1.1
H 2.5230 1.2050 -3.0442 1.2 0.7 0.4
H 1.4812 1.1997 -4.3287 -0.7 -0.1 0.2
H 1.3994 0.0591 -2.8872 -1.1 0.5 -0.3
H -0.3324 2.3031 -2.6382 -1.3 0.0 -1.5
H 1.0332 3.1730 -2.3857 1.7 2.2 -0.5
H -1.4689 2.1046 -0.8410 -2.9 1.0 -1.7
H -0.6197 2.3296 1.8429 -0.7 -1.1 -1.7
H -1.7142 0.9980 1.1175 -0.4 -0.6 1.2
H 0.4372 0.4251 2.5101 0.1 -0.6 5.0
H 1.5869 -2.9121 1.5461 -0.3 0.6 0.2
H -3.1358 -1.7908 -0.0724 -2.4 1.0 0.1
H -1.6363 -1.0938 -0.6202 0.4 1.3 -2.4
H -2.0264 -2.8441 -0.5025 1.2 -1.1 -0.7
H -0.9830 -2.2191 2.9677 1.2 0.6 2.9
H -2.6204 -2.7219 2.4495 -2.5 0.2 1.6
H -1.3573 -3.6542 2.0508 0.8 -0.1 -0.5
H 2.4697 0.7823 1.6462 3.6 -0.5 1.7
H 2.7945 1.7591 -0.7161 -1.6 -0.4 0.3
```
Forces are in eV/Å.

---

[3]
Entry from the OMol25 dataset: C48H39N9O3RbS3Sb as an isolated structure (the ωB97M-V functional and the def2-TZVPD basis).

Output
M, g/mol: 1093.3
Highest occupied orbital energy, Eh: -0.0572
E_tot, Eh: -4030.122603
Net charge: -2
Relative energy (zero: lowest compared OMol25 entry of this formula, charge and spin), kcal per mole: 0.0

Geometry as XYZ:
```
104
Properties=species:S:1:pos:R:3:forces:R:3
Rb -1.2662 0.2826 1.1873 0.1 0.5 -0.5
S 0.2167 3.2031 0.9251 0.0 -0.1 -0.1
C -0.9882 4.3067 0.3035 0.1 0.0 0.0
C -0.8080 5.6633 0.6122 0.0 0.0 0.0
C -1.6620 6.6695 0.1824 0.0 -0.1 0.0
C -1.3909 8.0286 0.5305 0.0 0.1 0.0
N -1.1632 9.1200 0.8226 0.0 0.0 0.0
C -2.7770 6.3175 -0.5976 0.1 -0.1 0.0
C -2.9736 4.9807 -0.9157 0.0 0.0 0.0
C -2.1117 3.9489 -0.5100 0.0 -0.1 -0.1
S -2.4541 2.3472 -1.1191 0.1 0.0 0.1
C -3.6979 7.3024 -1.0708 -0.1 0.1 0.0
N -4.4525 8.0836 -1.4561 0.0 0.0 0.0
H 0.0558 5.9288 1.2069 0.0 0.0 0.0
H -3.8252 4.7085 -1.5252 0.0 0.0 0.0
N -2.0161 -6.2873 7.4079 0.1 0.0 0.0
C -1.8527 -5.1868 6.5420 0.0 0.0 0.0
C -2.1916 -5.2952 5.1950 0.0 0.0 0.0
C -2.0723 -4.2008 4.3558 0.0 0.0 0.0
C -1.6170 -2.9880 4.8501 0.1 0.0 -0.1
C -1.2805 -2.8711 6.1884 0.0 0.0 0.1
C -1.4028 -3.9635 7.0315 0.0 0.0 0.0
S -1.4343 -1.5986 3.7567 -0.3 -0.3 0.3
O -2.4692 -1.7712 2.7477 -0.1 -0.2 0.2
O -1.5330 -0.4197 4.5858 0.0 0.0 0.0
N -0.0752 -1.7137 2.9697 0.0 -0.1 0.0
C 1.1158 -1.3793 3.5274 0.1 0.0 0.0
N 1.3049 -1.4245 4.8583 0.0 0.0 0.0
C 2.4936 -1.0379 5.2988 0.0 0.0 0.0
C 3.5166 -0.6237 4.4672 0.0 0.0 0.0
C 3.2371 -0.6595 3.1061 0.0 0.0 0.1
N 2.0667 -1.0379 2.6304 0.0 0.0 0.0
H -1.9253 -7.1731 6.9309 0.0 0.0 0.0
H -1.3872 -6.2566 8.1972 0.0 0.0 0.0
H -2.5530 -6.2400 4.8048 0.0 0.0 0.0
H -2.3443 -4.2787 3.3113 0.0 0.0 0.0
H -0.9163 -1.9215 6.5535 0.0 0.0 0.0
H -1.1436 -3.8683 8.0800 0.0 0.0 0.0
H 2.6315 -1.0653 6.3768 0.0 0.0 0.0
H 4.4717 -0.2944 4.8488 0.0 0.0 0.0
H 3.9772 -0.3636 2.3697 0.0 0.0 0.0
C 2.9349 -0.1570 -6.1448 0.0 0.0 0.0
C 3.8696 0.4187 -5.2937 0.0 0.0 0.0
C 3.4786 0.9120 -4.0553 0.0 0.0 0.0
C 2.1548 0.8312 -3.6253 0.0 0.1 -0.1
C 1.2329 0.2547 -4.4980 0.0 0.0 0.0
C 1.6086 -0.2313 -5.7451 0.0 0.0 0.0
Sb 1.3193 1.5811 -1.7329 -0.1 -0.2 0.2
C 3.2170 1.5917 -0.6963 0.0 0.0 0.0
C 4.0434 0.4686 -0.7484 0.0 0.0 0.0
C 5.2570 0.4414 -0.0706 0.0 0.0 0.0
C 5.6578 1.5349 0.6854 0.0 0.0 0.0
C 4.8276 2.6446 0.7728 0.0 0.0 0.0
C 3.6173 2.6722 0.0899 0.0 0.0 0.0
C 1.4210 3.6017 -2.4424 0.1 0.0 0.0
C 2.6307 4.2795 -2.5817 0.0 0.0 0.0
C 2.6611 5.5926 -3.0314 0.0 0.0 0.0
C 1.4777 6.2461 -3.3508 0.0 0.0 0.0
C 0.2706 5.5741 -3.2326 0.0 0.0 0.0
C 0.2433 4.2576 -2.7881 0.0 0.0 0.0
H 3.2382 -0.5392 -7.1126 0.0 0.0 0.0
H 4.9082 0.4896 -5.5980 0.0 0.0 0.0
H 4.2246 1.3677 -3.4143 0.0 0.0 0.0
H 0.1906 0.1802 -4.2002 0.0 0.0 0.0
H 0.8645 -0.6686 -6.4015 0.0 0.0 0.0
H 3.7318 -0.3981 -1.3196 0.0 0.0 0.0
H 5.8845 -0.4410 -0.1313 0.0 0.0 0.0
H 6.6038 1.5165 1.2154 0.0 0.0 0.0
H 5.1184 3.4973 1.3753 0.0 0.0 0.0
H 2.9735 3.5401 0.1744 0.0 0.0 0.0
H 3.5622 3.7885 -2.3215 0.0 0.0 0.0
H 3.6106 6.1083 -3.1223 0.0 0.0 0.0
H 1.4959 7.2780 -3.6811 0.0 0.0 0.0
H -0.6603 6.0779 -3.4654 0.0 0.0 0.0
H -0.7035 3.7405 -2.6926 -0.1 0.0 0.0
C -2.2887 -1.3997 -2.8626 0.0 0.0 0.0
C -2.6694 -1.9986 -1.5364 0.1 0.1 0.0
O -1.9272 -1.9226 -0.5813 0.0 0.0 0.0
C -3.9971 -2.6745 -1.3753 0.0 0.0 0.1
C -4.4249 -2.9593 -0.0787 0.0 0.0 0.0
C -5.6513 -3.5709 0.1202 0.0 0.0 0.0
C -6.4496 -3.9086 -0.9662 0.0 0.0 0.0
C -6.0249 -3.6280 -2.2567 0.0 0.0 0.0
C -4.8027 -3.0040 -2.4598 0.0 0.0 0.0
H -1.3706 -0.8301 -2.7341 0.0 0.0 0.0
H -3.0780 -0.7408 -3.2274 0.0 0.0 0.0
H -2.1289 -2.1899 -3.6008 0.0 0.0 0.0
H -3.7943 -2.6810 0.7580 0.0 0.0 0.0
H -5.9909 -3.7768 1.1270 0.0 0.0 0.0
H -7.4094 -4.3838 -0.8041 0.0 0.0 0.0
H -6.6483 -3.8867 -3.1034 0.0 0.0 0.0
H -4.4733 -2.7728 -3.4646 0.0 0.0 0.0
N 0.0323 -3.8766 0.8265 -0.1 0.0 -0.1
C 0.4874 -3.5024 -0.4094 0.0 0.0 0.0
C 1.3234 -2.3655 -0.5439 0.0 0.0 0.0
N 1.8034 -1.9915 -1.7059 0.0 0.0 0.0
C 1.4660 -2.7333 -2.7752 0.0 0.0 0.0
C 0.6498 -3.8307 -2.6416 0.0 0.0 0.0
N 0.1514 -4.2326 -1.4657 0.0 0.0 0.0
H -0.0199 -3.1297 1.5221 0.0 0.0 0.0
H -0.8097 -4.4313 0.7759 0.1 0.0 0.0
H 1.5572 -1.7656 0.3313 0.1 0.0 0.0
H 1.8475 -2.4190 -3.7388 0.0 0.0 0.0
H 0.3721 -4.4171 -3.5121 0.0 0.0 0.0
```
Forces are in eV/Å.

---

[4]
Entry from the OMol25 dataset: C25H47FN2NbO7S as an isolated structure at a distorted geometry (the ωB97M-V functional and the def2-TZVPD basis).

Output
M, g/mol: 631.6
Highest occupied orbital energy, Eh: -0.1510
E_tot, Eh: -2171.861822
Net charge: -1

Geometry as XYZ:
```
84
Properties=species:S:1:pos:R:3:forces:R:3
C -1.2578 -0.2335 -3.1120 0.9 -0.2 0.0
C -0.3083 -1.0557 -2.6241 -1.9 -1.6 1.0
Nb 0.5531 -0.7703 -0.6239 1.8 -0.5 -1.2
C 2.1762 0.7280 -1.2765 -0.5 -0.2 0.2
O 1.8135 -2.2597 -1.0236 -0.7 0.5 -0.1
C -0.7888 1.0359 -0.3387 0.0 0.1 0.2
C -0.4673 2.0153 0.7634 -0.5 0.1 0.0
F 0.8623 2.4782 0.7175 0.0 0.1 0.1
C 1.2163 -0.8527 1.5227 -0.2 -0.8 0.2
C 2.7556 -0.9688 1.5977 -0.2 0.1 0.4
C 3.4183 0.1783 2.3649 -0.2 0.0 -0.4
S 3.2162 0.1493 4.1345 0.8 0.7 0.4
O 2.8752 1.4575 4.6079 -0.3 -0.2 -0.1
O 4.3780 -0.4741 4.7097 -0.2 -0.4 -0.2
O 1.9480 -0.7536 4.4304 -0.1 0.0 0.0
C -1.1792 -2.1185 0.1706 -0.2 1.2 0.1
O -1.2295 -3.4738 -0.3571 -0.2 -0.1 0.2
C -0.5346 -4.4413 0.2828 0.2 -0.1 0.1
C 0.3940 -5.1397 -0.4842 0.1 0.0 0.0
C 1.1802 -6.1546 0.0347 0.0 -0.1 0.1
C 2.1983 -6.8289 -0.8475 -0.1 0.5 -0.1
C 1.0221 -6.4918 1.3758 0.1 0.1 -0.4
C 0.0698 -5.8326 2.1368 0.3 -0.2 0.1
C -0.7274 -4.8185 1.6250 -0.2 0.4 -0.2
C -1.7852 -4.1987 2.5145 0.0 0.0 0.7
C -2.6299 -5.2965 3.1852 0.2 -0.3 -0.4
C -1.1593 -3.3063 3.6205 -0.4 0.1 -0.2
H -2.2225 -0.1727 -2.6157 0.3 1.1 0.5
H -1.0448 0.4252 -3.9557 -0.6 -0.6 -0.7
H 0.1240 -1.8591 -3.2227 1.3 1.1 -0.5
H 2.7688 0.1879 -2.0226 0.1 -0.1 0.0
H 1.7254 1.5889 -1.7727 0.1 0.2 0.2
H 2.8425 1.0469 -0.4732 0.0 0.2 0.0
H 1.5768 -2.7792 -1.7973 0.2 -0.2 0.0
H -1.7986 0.6635 -0.1117 0.0 0.0 0.0
H -0.8868 1.6058 -1.2660 0.0 0.0 -0.1
H -0.6283 1.6073 1.7641 0.1 -0.1 0.0
H -1.1014 2.9087 0.6916 0.1 0.1 0.0
H 0.8058 -1.7670 1.9596 -0.1 0.0 0.0
H 0.8597 -0.0419 2.1595 -0.1 0.2 -0.2
H 3.0316 -1.9087 2.0917 0.1 -0.1 -0.2
H 3.2101 -1.0118 0.6083 0.1 0.0 0.0
H 4.4991 0.1676 2.2330 0.0 0.1 0.1
H 3.0174 1.1364 2.0354 0.0 0.0 0.0
H 2.0623 -1.6213 4.0130 -0.1 0.0 0.0
H -2.1127 -1.6470 -0.1531 -0.1 -0.2 -0.1
H -1.2076 -2.0911 1.2601 -0.1 -0.4 0.1
H 0.5156 -4.8414 -1.5185 0.0 0.0 0.0
H 2.8754 -7.4599 -0.2767 0.0 -0.1 0.0
H 1.7166 -7.3943 -1.6464 0.0 -0.2 0.1
H 2.7877 -6.0553 -1.3445 0.1 -0.1 0.0
H 1.6529 -7.2643 1.7971 -0.1 0.0 0.1
H -0.0450 -6.1340 3.1715 -0.1 0.1 0.1
H -2.4613 -3.5738 1.9372 0.1 -0.1 -0.3
H -2.8183 -6.1011 2.4717 -0.2 0.0 0.0
H -3.5813 -4.9077 3.5453 0.0 0.0 0.1
H -2.0898 -5.7598 4.0124 -0.1 0.1 0.1
H -1.6699 -3.4651 4.5713 0.1 -0.1 0.1
H -0.0986 -3.5230 3.7346 0.0 0.0 0.1
H -1.2846 -2.2508 3.3816 0.2 0.0 0.0
C -0.4855 8.1598 1.3995 -0.1 0.0 0.0
C -1.1891 7.0180 0.6952 0.0 0.0 0.0
O -2.3913 7.0501 0.4758 0.0 0.0 0.0
N -0.4287 5.9641 0.3193 0.0 0.1 0.0
C 1.0013 5.7759 0.4975 -0.2 -0.2 -0.1
H -1.2249 8.9196 1.6329 0.0 0.0 0.0
H -0.0231 7.8180 2.3259 0.1 0.0 0.0
H 0.2828 8.5964 0.7605 0.1 0.0 0.0
H -0.9446 5.2287 -0.1412 0.0 -0.1 0.0
H 1.4781 5.6518 -0.4759 0.1 0.0 0.0
H 1.1892 4.8779 1.0846 0.1 0.0 0.0
H 1.4445 6.6300 0.9989 0.0 0.0 0.0
C -1.8215 5.1594 -4.4478 0.0 0.0 0.0
C -1.9090 3.6517 -4.3592 0.0 0.0 0.0
O -1.5252 3.0395 -3.3821 0.0 0.1 0.0
N -2.4411 2.9903 -5.4272 0.0 0.1 0.0
C -2.9454 3.5447 -6.6649 0.0 -0.3 0.1
H -1.3811 5.5267 -3.5264 0.0 0.0 0.0
H -1.1943 5.4637 -5.2868 0.0 0.0 0.0
H -2.8120 5.6006 -4.5652 0.0 0.0 0.0
H -2.4710 1.9901 -5.3044 0.0 0.0 0.0
H -3.9981 3.2866 -6.7989 0.0 0.1 0.0
H -2.3871 3.1499 -7.5164 0.0 0.1 0.0
H -2.8529 4.6255 -6.6630 0.0 0.0 0.0
```
Forces are in eV/Å.

---

[5]
Entry from the OMol25 dataset: an isolated molecule of H5NO2Si at a distorted geometry (the ωB97M-V functional and the def2-TZVPD basis).

Output
Structure (SMILES): N[SiH](O)O
M, g/mol: 79.1
Highest occupied orbital energy, Eh: -0.3580
E_tot, Eh: -497.841297
Relative energy (zero: lowest compared OMol25 entry of this formula, charge and spin), kcal per mole: 6.2

Geometry as XYZ:
```
9
Properties=species:S:1:pos:R:3:forces:R:3
N -1.2130 0.3422 -0.2407 1.0 1.4 1.4
Si 0.3663 0.0585 0.4268 -2.5 0.0 -0.4
O 0.6223 -1.4460 -0.1557 0.9 -0.4 0.0
O 1.4957 1.1242 -0.0355 2.3 -1.0 -1.0
H -1.7136 1.2001 -0.0688 -0.1 -0.1 -0.1
H -1.6469 -0.2219 -0.9061 -0.6 -0.7 -1.3
H 0.0604 0.0910 1.8546 0.7 0.2 0.4
H -0.2274 -1.8505 -0.3214 -0.1 -0.4 -0.1
H 2.2562 0.7024 -0.5532 -1.6 1.1 1.0
```
Forces are in eV/Å.

---

[6]
Entry from the OMol25 dataset: a 2-piece molecular cluster, C2HCl4NO overall at a distorted geometry (the ωB97M-V functional and the def2-TZVPD basis).

Output
M, g/mol: 196.8
Highest occupied orbital energy (spin up / spin down), Eh: -0.2976 / -0.3638
E_tot, Eh: -2047.383507
Relative energy (zero: lowest compared OMol25 entry of this formula, charge and spin), kcal per mole: 85.6

Geometry as XYZ:
```
9
Properties=species:S:1:pos:R:3:forces:R:3
C 0.2061 1.5321 0.1285 -1.3 0.4 0.1
C -0.5492 -1.3046 0.0328 0.6 -0.1 0.1
N -0.0875 -1.1334 -1.1384 0.1 0.0 -0.1
O 1.0907 -0.9924 -1.5351 -1.1 -1.4 -0.1
Cl 1.6634 1.1921 -0.5800 0.7 1.0 0.3
Cl 0.2099 2.0388 1.7816 -0.3 -0.2 -0.8
Cl 0.4200 -1.4462 1.4497 0.3 0.0 -0.1
Cl -2.2200 -1.4037 0.3514 -0.3 0.0 -0.4
H -0.7333 1.5173 -0.4905 1.2 0.2 1.0
```
Forces are in eV/Å.